1.
Formula: C8H10NO3S
Source: the OMol25 dataset
Level of theory: ωB97M-V with the def2-TZVPD basis set

Values from the calculation:
F_max (eV/Å): 3.85
HOMO (eV): -4.3
Orbital gap (eV): 7.50
Energy above the lowest of the compared OMol25 structures with the same formula, charge and spin (kcal per mole): 0.00

Geometry as ORCA input:
```
! RIJCOSX wB97M-V def2-TZVPD def2/J DEFGRID3
* xyz -1 1
C -0.823 -2.675 1.344
C 2.925 -0.701 0.045
C -0.351 1.524 -0.115
C 1.026 1.011 0.412
C -1.411 0.360 0.069
C 1.526 -0.219 -0.409
C -0.910 -0.962 -0.644
C 0.549 -1.446 -0.430
N 0.241 -2.036 1.449
O 3.702 -0.043 0.723
O 3.229 -1.863 -0.495
O 0.921 -2.407 -1.142
S -1.939 -2.351 -0.080
H -1.097 -3.507 1.990
H -0.514 2.395 0.433
H -0.392 1.957 -1.205
H 1.872 1.843 0.562
H 0.923 0.475 1.445
H -1.413 -0.043 1.074
H -2.288 0.702 -0.388
H 1.718 0.104 -1.418
H -1.088 -0.764 -1.795
H 2.364 -2.192 -0.882
*
```

2.
Formula: C8H10NO4
Source: the OMol25 dataset
Level of theory: ωB97M-V with the def2-TZVPD basis set

Values from the calculation:
F_max (eV/Å): 2.73
HOMO (eV): -3.7
Orbital gap (eV): 7.16
SMILES: CC(C[C@H]1C[C@H]1[C@@H]1OC1=O)=[N+]([O-])[O-]
Energy above the lowest of the compared OMol25 structures with the same formula, charge and spin (kcal per mole): 94.18

Geometry as ORCA input:
```
! RIJCOSX wB97M-V def2-TZVPD def2/J DEFGRID3
* xyz -1 1
C -2.420 -0.310 -3.055
C -0.114 1.312 -0.473
C -0.554 -0.923 0.787
C -1.445 -0.326 -1.964
C -1.041 0.492 0.419
C -1.486 0.760 -0.999
C 0.743 -1.264 0.034
C 1.968 -0.795 0.675
N 0.818 -2.300 -0.751
O -1.238 0.140 -3.399
O -3.506 -0.333 -3.534
O -0.314 -2.772 -1.184
O 1.876 -2.741 -1.242
H -0.111 2.413 -0.256
H 0.651 0.807 -1.017
H -0.209 -1.017 1.831
H -1.375 -1.671 0.514
H -1.017 -1.398 -1.839
H -1.674 1.098 1.116
H -2.216 1.607 -1.244
H 2.675 -0.988 -0.112
H 2.142 -1.366 1.746
H 1.762 0.251 0.962
*
```

Question: Which value of orbital gap does entry 2 give?
Answer: 7.16 eV

Question: What is the formula in the second record?
Answer: C8H10NO4

Question: Which formula does entry 2 have?
Answer: C8H10NO4